Record 1
Computed, not measured: a structure of composition C4H5NO2, with wB97M-V/def2-TZVPD.

Calculated values
E_HOMO = -8.8 eV
Energy relative to the best compared isomer or geometry (same formula, charge and spin) = 125.7 kcal/mol
HOMO-LUMO gap = 8.302 eV
Spin multiplicity = 1

CARTESIAN COORDINATES (ANGSTROEM)
O: -2.527 0.859 -0.072
C: -1.656 0.046 0.081
C: -0.348 0.099 -0.681
C: 0.726 0.971 -0.037
N: 1.827 0.117 0.132
C: 1.479 -1.044 -0.303
O: 0.240 -1.224 -0.751
H: -1.715 -0.783 0.815
H: -0.518 0.439 -1.708
H: 0.330 1.504 1.136
H: 0.045 0.938 1.728
H: 2.119 -1.921 -0.341

Atomic partial charges in e from the natural (NBO) method, atoms 1 to 2: -0.48 0.43

---

Record 2
Computed, not measured: an isolated molecule of C4H5NO2, with wB97M-V/def2-TZVPD.

Calculated values
E_HOMO = -9.9 eV
Energy relative to the best compared isomer or geometry (same formula, charge and spin) = 47.3 kcal/mol
HOMO-LUMO gap = 10.448 eV
Spin multiplicity = 1
Structure (SMILES) = O=C1NC[C@H]2O[C@@H]12

CARTESIAN COORDINATES (ANGSTROEM)
O: -0.240 -1.142 2.294
C: -0.201 -0.570 1.236
N: -1.071 -0.837 0.137
C: -0.806 0.192 -0.873
C: 0.655 0.572 -0.669
O: 0.769 1.643 0.255
C: 0.945 0.314 0.740
H: -0.788 -1.741 -0.235
H: -1.432 1.063 -0.647
H: -1.057 -0.154 -1.876
H: 1.398 0.400 -1.441
H: 1.927 0.102 1.152

Atomic partial charges in e from the natural (NBO) method, atoms 1 to 2: -0.51 0.65

---

Record 3
Computed, not measured: an isolated molecule of C4H5NO2, with wB97M-V/def2-TZVPD.

Calculated values
E_HOMO = -9.8 eV
Energy relative to the best compared isomer or geometry (same formula, charge and spin) = 132.0 kcal/mol
HOMO-LUMO gap = 10.135 eV
Spin multiplicity = 1
Structure (SMILES) = C[C@@]1(C#N)COO1

CARTESIAN COORDINATES (ANGSTROEM)
C: 1.488 0.812 0.059
C: -0.164 -0.987 1.028
C: 0.204 0.080 -0.040
C: -0.782 0.920 -0.788
N: 2.468 1.316 0.244
O: 0.273 -2.049 0.213
O: 0.662 -1.283 -0.981
H: 0.273 -0.840 2.037
H: -1.309 -1.208 1.196
H: -1.210 1.761 -0.240
H: -1.619 0.151 -0.965
H: -0.284 1.327 -1.764

Atomic partial charges in e from the natural (NBO) method, atoms 1 to 2: 0.24 -0.09

---

Record 4
Computed, not measured: an isolated molecule of C4H5NO2, with wB97M-V/def2-TZVPD.

Calculated values
E_HOMO = -10.2 eV
Energy relative to the best compared isomer or geometry (same formula, charge and spin) = 65.0 kcal/mol
HOMO-LUMO gap = 10.566 eV
Spin multiplicity = 1

CARTESIAN COORDINATES (ANGSTROEM)
O: -1.941 0.026 1.202
C: -1.494 -0.427 0.177
C: -0.306 0.173 -0.589
C: 0.633 0.949 0.362
N: 1.485 -0.017 0.960
C: 1.921 -1.107 0.869
O: 0.370 -0.836 -1.325
H: -1.907 -1.340 -0.303
H: -0.728 0.941 -1.274
H: 1.272 1.649 -0.179
H: 0.076 1.461 1.143
H: 1.022 -1.514 -0.701

Atomic partial charges in e from the natural (NBO) method, atoms 1 to 2: -0.51 0.42

---

Record 5
Computed, not measured: an isolated molecule of C4H5NO2, with wB97M-V/def2-TZVPD.

Calculated values
E_HOMO (alpha / beta) = -9.3 / -9.2 eV
Energy relative to the best compared isomer or geometry (same formula, charge and spin) = 134.7 kcal/mol
HOMO-LUMO gap (alpha / beta) = 7.749 / 8.703 eV
Spin multiplicity = 1

CARTESIAN COORDINATES (ANGSTROEM)
C: -0.460 0.663 -0.226
C: 0.382 1.816 0.019
C: 1.269 -0.909 0.520
C: 0.151 -0.528 -0.624
N: 2.432 -0.614 0.287
O: 3.060 -0.175 -0.632
O: 1.583 1.726 0.278
H: -1.516 0.884 -0.220
H: -0.115 2.746 0.264
H: 0.988 -1.002 1.513
H: -0.485 -1.380 -0.722
H: 0.940 -0.452 -1.501

Atomic partial charges in e from the natural (NBO) method, atoms 1 to 2: -0.15 0.29

---

Record 6
Computed, not measured: an isolated molecule of C4H5NO2, with wB97M-V/def2-TZVPD.

Calculated values
E_HOMO = -9.3 eV
Energy relative to the best compared isomer or geometry (same formula, charge and spin) = 57.3 kcal/mol
HOMO-LUMO gap = 9.836 eV
Spin multiplicity = 1
Structure (SMILES) = C=C/N=C\OC=O

CARTESIAN COORDINATES (ANGSTROEM)
O: -1.770 -0.291 -1.377
C: -1.147 0.564 -0.825
C: 0.676 -0.780 -0.211
C: 1.630 0.155 -0.244
N: 0.040 -0.986 1.025
C: -0.809 -0.141 1.401
O: -1.268 0.840 0.578
H: -0.588 1.369 -1.303
H: 0.531 -1.529 -0.986
H: 1.601 0.976 0.472
H: 2.513 0.027 -0.848
H: -1.191 -0.141 2.421

Atomic partial charges in e from the natural (NBO) method, atoms 1 to 2: -0.52 0.64

---

Record 7
Computed, not measured: an isolated molecule of C4H5NO2, with wB97M-V/def2-TZVPD.

Calculated values
E_HOMO (alpha / beta) = -7.5 / -7.5 eV
Energy relative to the best compared isomer or geometry (same formula, charge and spin) = 105.3 kcal/mol
HOMO-LUMO gap (alpha / beta) = 8.377 / 8.378 eV
Spin multiplicity = 1

CARTESIAN COORDINATES (ANGSTROEM)
O: -0.263 0.547 2.194
C: -1.246 0.742 1.541
C: 0.302 -1.323 0.025
C: 1.148 -1.040 -1.180
N: 0.256 -0.088 -0.555
C: -0.263 1.079 -0.571
O: -1.270 1.353 0.317
H: -2.273 0.478 1.821
H: 0.699 -1.368 1.037
H: 0.802 -1.426 -2.140
H: 2.206 -0.771 -1.146
H: -0.099 1.817 -1.343

Atomic partial charges in e from the natural (NBO) method, atoms 1 to 2: -0.54 0.64

---

Record 8
Computed, not measured: an isolated molecule of C4H5NO2, with wB97M-V/def2-TZVPD.

Calculated values
E_HOMO = -10.0 eV
Energy relative to the best compared isomer or geometry (same formula, charge and spin) = 45.0 kcal/mol
HOMO-LUMO gap = 10.514 eV
Spin multiplicity = 1
Structure (SMILES) = O=C[C@H]1CN1C=O

CARTESIAN COORDINATES (ANGSTROEM)
O: 1.290 -1.405 -0.971
C: 1.446 -0.242 -0.679
C: 0.690 0.470 0.399
C: -0.596 1.173 0.079
N: -0.578 -0.034 0.863
C: -1.165 -1.196 0.338
O: -2.177 -1.172 -0.319
H: 2.204 0.381 -1.190
H: 1.339 0.933 1.146
H: -1.007 1.112 -0.928
H: -0.806 2.092 0.618
H: -0.639 -2.113 0.643

Atomic partial charges in e from the natural (NBO) method, atoms 1 to 2: -0.50 0.42

---

Record 9
Computed, not measured: an isolated molecule of C4H5NO2, with wB97M-V/def2-TZVPD.

Calculated values
E_HOMO = -9.1 eV
Energy relative to the best compared isomer or geometry (same formula, charge and spin) = 68.1 kcal/mol
HOMO-LUMO gap = 9.606 eV
Spin multiplicity = 1

CARTESIAN COORDINATES (ANGSTROEM)
N: -1.755 0.745 1.066
C: -1.117 0.952 -0.052
C: 1.168 -1.592 -1.291
C: 0.847 -0.824 -0.265
O: 1.244 0.497 -0.190
C: 0.277 1.405 0.126
O: 0.578 2.540 0.401
H: -2.735 0.488 1.018
H: -1.373 0.861 2.007
H: 0.886 -2.636 -1.298
H: 1.720 -1.198 -2.135
H: 0.298 -1.193 0.598

Atomic partial charges in e from the natural (NBO) method, atoms 1 to 2: -0.70 0.06

---

Record 10
Computed, not measured: an isolated molecule of C4H5NO2, with wB97M-V/def2-TZVPD.

Calculated values
E_HOMO = -9.7 eV
Energy relative to the best compared isomer or geometry (same formula, charge and spin) = 150.6 kcal/mol
HOMO-LUMO gap = 9.648 eV
Spin multiplicity = 1
Structure (SMILES) = C=C1C[C@H]1[N+](=O)[O-]

CARTESIAN COORDINATES (ANGSTROEM)
C: 0.917 -0.134 -0.214
C: 1.656 -1.156 -0.435
C: 0.291 1.213 0.101
C: -0.631 0.166 0.636
N: -1.886 -0.017 0.043
O: -2.097 0.693 -0.948
O: -2.595 -0.878 0.522
H: 1.326 -2.207 -0.634
H: 2.743 -1.166 -0.699
H: 0.812 1.866 0.849
H: 0.101 1.749 -0.812
H: -0.637 -0.130 1.590

Atomic partial charges in e from the natural (NBO) method, atoms 1 to 2: 0.11 -0.42

---

Record 11
Computed, not measured: an isolated molecule of C4H5NO2, with wB97M-V/def2-TZVPD.

Calculated values
E_HOMO = -9.8 eV
Energy relative to the best compared isomer or geometry (same formula, charge and spin) = 30.3 kcal/mol
HOMO-LUMO gap = 10.582 eV
Spin multiplicity = 1
Structure (SMILES) = O=C[C@H]1CN=CO1

CARTESIAN COORDINATES (ANGSTROEM)
O: 0.017 -0.741 2.184
C: 0.525 -1.041 1.136
C: 0.767 -0.043 0.011
C: -0.259 -0.268 -1.120
N: -1.375 0.599 -0.718
C: -0.879 1.397 0.131
O: 0.423 1.254 0.493
H: 0.805 -2.091 0.904
H: 1.813 -0.051 -0.310
H: 0.119 0.074 -2.091
H: -0.566 -1.314 -1.230
H: -1.390 2.225 0.610

Atomic partial charges in e from the natural (NBO) method, atoms 1 to 2: -0.49 0.41

---

Record 12
Computed, not measured: an isolated molecule of C4H5NO2, with wB97M-V/def2-TZVPD.

Calculated values
E_HOMO = -10.4 eV
Energy relative to the best compared isomer or geometry (same formula, charge and spin) = 90.0 kcal/mol
HOMO-LUMO gap = 10.862 eV
Spin multiplicity = 1
Structure (SMILES) = O=C[C@H]1CN1C=O

CARTESIAN COORDINATES (ANGSTROEM)
O: -2.028 2.035 -0.849
C: -1.001 1.420 -0.988
C: -0.638 0.250 -0.130
C: -0.002 -0.934 -0.749
N: 0.748 0.113 0.205
C: 1.157 -0.528 1.377
O: 2.268 -0.961 1.518
H: -0.257 1.660 -1.774
H: -1.319 0.068 0.699
H: 0.977 -0.642 -1.172
H: -0.267 -1.888 -0.277
H: 0.363 -0.592 2.139

Atomic partial charges in e from the natural (NBO) method, atoms 1 to 2: -0.49 0.44

---

E_tot per entry: -360.469053 -360.594018 -360.458985 -360.565773 -360.454743 -360.578104 -360.501577 -360.597729 -360.560960 -360.429380 -360.621062 -360.525994 a.u.